(1)
Density functional theory data (ωB97M-V with the def2-TZVPD basis set) for the ion C21H21BrClOS with charge +1.

Values from the calculation:
Net charge: +1
Lowest unoccupied orbital energy (eV): -3.2
Frontier orbital gap (eV): 8.6
HOMO (eV): -11.782

Last column: natural (NBO) charge in e.
Cartesian coordinates (Å):
C  4.2570  -0.7337  2.0062  -0.233
S  -2.0551  0.3897  1.2123  0.825
C  -1.1940  -0.1843  -1.9339  -0.101
H  0.4411  1.0777  -2.6115  0.223
H  -0.8889  2.3209  -4.2703  0.242
H  -3.0498  -1.3017  -1.6104  0.221
C  -2.0542  1.1891  2.8734  -0.736
H  -2.2118  1.7479  -0.7682  0.277
H  0.4161  -3.2234  0.9725  0.230
C  -2.5453  -0.5198  -2.1912  -0.152
H  -1.4920  0.5745  3.5897  0.284
H  2.4979  -1.9880  2.0629  0.231
H  1.8071  2.2966  1.6973  0.210
C  -0.8905  -2.2502  -0.4519  -0.413
C  1.9613  0.1052  1.8344  -0.185
C  -0.3486  -0.9045  -0.9376  -0.029
H  -1.4288  -2.1040  0.5033  0.218
C  -0.6059  0.8077  -2.7360  -0.203
H  -3.6428  1.8887  0.2840  0.263
H  4.2435  2.6425  1.8240  0.241
C  -0.3770  0.0707  0.4662  -0.426
C  2.4812  1.4158  1.7741  -0.135
C  4.7562  0.5580  1.8935  -0.070
C  -2.5333  1.8645  0.2694  -0.753
C  2.8605  -0.9640  2.0009  -0.148
Br  6.6132  0.9045  1.9665  0.119
H  1.7096  -0.3496  -1.6566  0.239
H  -4.3356  -0.0730  -3.3421  0.242
O  -0.0321  -1.0627  2.5206  -0.550
H  -3.1079  1.1865  3.2271  0.272
Cl  -3.6415  2.0927  -5.0245  0.060
C  0.4688  -0.3091  1.6903  0.579
C  -1.3470  1.5036  -3.7091  -0.203
H  -1.5264  -2.7993  -1.1686  0.242
H  2.5308  -2.6763  -0.5230  0.235
H  -1.7299  2.2203  2.8738  0.244
C  3.8504  1.6323  1.8168  -0.247
H  0.0239  1.1683  0.2444  0.256
H  4.9033  -1.6076  2.1390  0.244
C  1.5036  -2.3049  -0.6559  -0.099
C  1.0783  -1.0919  -1.1439  -0.253
H  0.3725  -4.1747  -0.5081  0.244
H  -2.1381  2.7656  0.7306  0.243
C  0.3890  -3.1311  -0.1290  -0.463
C  -3.2890  0.1522  -3.1770  -0.238
C  -2.6995  1.1786  -3.9245  -0.047

(2)
Density functional theory data (ωB97M-V with the def2-TZVPD basis set) for a cluster of 3 separate species, C21H21FN2O9 in total.

Values from the calculation:
Lowest unoccupied orbital energy (eV): -2.2
SMILES: C[C@@H](F)[C@@H](C#N)[C@@H](C#N)CCCO.O=C1C=C(O)C(=O)C=C1O.O=C1C=C(O)C(=O)C=C1O
Frontier orbital gap (eV): 7.8
HOMO (eV): -9.961

Last column: natural (NBO) charge in e.
Cartesian coordinates (Å):
C  0.1404  -1.8050  -3.2943  -0.088
C  -1.4214  1.6377  0.9928  0.488
C  -3.0685  2.4374  -2.5669  -0.699
H  -1.8922  0.0499  -3.7857  0.281
C  2.6355  -1.7450  4.9386  0.297
H  -0.7501  -2.0513  -5.4735  0.219
C  1.4411  -1.3431  5.7320  0.471
C  -3.3988  0.8139  -5.3259  0.246
C  -0.2628  2.2839  -6.3298  0.253
H  2.8381  1.2681  1.7122  0.504
C  -1.8804  2.3300  -3.7209  0.207
O  1.2525  -2.6045  -2.7162  -0.722
H  2.3704  -0.1850  3.8926  0.511
H  1.6954  -1.9534  -2.0655  0.478
C  1.0124  -2.2265  6.8276  -0.357
C  -0.7943  0.8067  -5.7615  -0.279
H  1.1738  -0.1624  -6.3861  0.236
H  0.0989  -0.7022  -2.8410  0.169
C  0.5361  -0.0724  -5.3817  -0.418
O  3.5128  -4.7485  6.6302  -0.522
O  -2.3902  1.6221  0.2409  -0.543
H  -0.7146  2.0786  4.3536  0.259
C  -1.6169  1.8929  2.4463  0.297
H  -3.4713  2.0695  2.0881  0.504
C  0.2200  -1.6281  -4.9242  -0.457
O  -2.9060  2.1261  2.8892  -0.635
H  0.1324  -1.9318  7.3848  0.247
H  1.9421  -4.9122  8.1426  0.505
C  0.7827  1.6507  2.8153  0.471
C  -0.5866  1.8967  3.2942  -0.347
O  3.0179  -0.9232  3.8942  -0.658
H  0.0800  1.2490  -0.5520  0.252
O  1.7471  1.6330  3.5719  -0.548
O  1.2911  -4.1769  8.1371  -0.642
H  -1.3420  0.2913  -6.6882  0.270
H  1.2511  0.4693  -4.6104  0.241
H  -1.9582  3.3053  -4.3633  0.223
H  -3.2017  3.6059  -2.3629  0.224
C  -1.9135  0.9279  -4.5699  -0.314
C  3.3150  -2.8575  5.2238  -0.356
F  -0.5713  2.3455  -2.9743  -0.408
C  -0.0497  1.4156  0.5099  -0.384
O  2.2736  1.2175  0.9103  -0.652
N  0.1388  3.5368  -6.2651  -0.311
N  -4.6281  0.7907  -5.7350  -0.313
H  -4.1091  2.0350  -2.9199  0.238
H  4.1862  -3.1604  4.6568  0.248
H  1.1162  -2.3051  -5.3278  0.248
O  0.8484  -0.3055  5.4581  -0.524
C  0.9812  1.4229  1.3572  0.364
H  -2.7774  1.9405  -1.5442  0.277
H  -0.9165  -2.2819  -3.0596  0.180
C  1.6900  -3.3407  7.1105  0.298
C  2.9002  -3.7279  6.3348  0.469

(3)
Density functional theory data (ωB97M-V with the def2-TZVPD basis set) for a structure of composition C21H21IrN2O3S.

Values from the calculation:
Multiplicity: 5
Net charge: +2
Lowest unoccupied orbital energy (alpha / beta) (eV): -7.0 / -8.9
Frontier orbital gap (alpha / beta) (eV): 7.1 / 5.8
HOMO (alpha / beta) (eV): -14.094 / -14.748
Expectation value of S²: 6.081

Last column: natural (NBO) charge in e.
Cartesian coordinates (Å):
H  -0.6248  0.8435  4.1699  0.261
H  1.7218  -2.1684  3.4093  0.256
H  2.0388  0.0994  4.5999  0.228
H  -4.8434  1.7309  -5.8167  0.253
H  -0.0228  -1.1450  6.4708  0.222
C  3.3803  1.2957  0.6351  -0.239
C  -1.4277  -0.2789  -2.3726  0.177
O  -0.1672  -0.8150  2.3089  -0.958
C  -0.8042  -0.0693  4.7767  -0.514
C  0.2494  -0.2937  5.8123  -0.426
C  -2.1147  1.7177  -3.7569  -0.110
C  1.5885  -0.6971  5.1534  -0.432
C  1.2710  2.3968  -0.6968  -0.200
H  -1.8710  -0.1239  5.0786  0.267
H  0.5198  2.7229  -1.4075  0.243
H  0.9825  -2.7921  4.9436  0.249
N  -0.7201  0.7085  -1.4993  -0.152
C  -1.4407  -1.6866  -2.1929  0.387
H  3.0097  -1.8115  -1.0398  0.195
C  2.3051  3.1747  -0.2823  -0.197
O  -0.6707  -2.2861  -1.3094  -0.671
C  1.2271  1.0756  -0.2857  0.091
C  1.2050  -1.9047  4.3240  -0.501
C  3.4130  -1.5908  -0.0095  -0.246
H  3.6248  -2.4727  0.5444  0.215
H  -4.7701  -0.6958  -5.3521  0.238
C  2.3210  0.4724  0.2925  0.256
H  -3.0595  3.1869  -4.8686  0.245
Ir  -0.2171  -1.4826  0.4700  1.232
C  -2.2021  -2.5378  -3.0373  -0.286
H  4.1926  3.2386  0.7689  0.246
C  -3.0302  -1.9647  -3.9613  -0.022
C  -2.1024  0.3709  -3.4152  0.009
H  -1.3076  2.3754  -3.3210  0.252
H  0.2485  0.5890  6.4132  0.259
H  -2.2811  -3.5984  -2.7677  0.267
H  4.2804  -0.9288  -0.0830  0.207
H  4.2134  0.9000  1.2392  0.240
H  2.3115  4.2838  -0.5151  0.248
O  2.3753  -0.8404  0.6956  -0.546
C  -4.0577  1.3581  -5.1716  -0.115
S  -0.5310  -1.5516  3.6580  1.135
C  -3.0240  -0.5790  -4.1274  -0.126
C  3.3585  2.6651  0.4359  -0.145
N  0.0890  0.2400  -0.7044  -0.212
C  -3.9664  -0.0423  -4.9653  -0.087
H  2.2892  -0.8855  5.9354  0.260
H  -3.8527  -2.3612  -4.5530  0.249
C  -3.1070  2.1577  -4.6232  -0.201

Which strongest force on any atom belongs to each record? In order, 0.0747; 0.2409; 0.0775 hartree/bohr.